Run a
Molecular formula: C12H30CuN2O8S
Method: DFT, ωB97M-V/def2-TZVPD

ORCA input file:
```
! RIJCOSX wB97M-V def2-TZVPD def2/J DEFGRID3
* xyz -1 1
Cu 0.096 1.877 -1.019
S -0.111 4.311 -5.174
O 1.080 4.966 -5.608
O -0.858 4.750 -6.361
O 0.033 2.865 -5.021
O -0.569 4.967 -3.952
C -3.589 2.409 5.942
O -2.709 2.985 5.055
C -3.123 3.063 3.676
C -2.023 3.844 2.924
N -0.768 3.063 2.787
C 0.534 3.887 2.699
C 1.650 2.824 2.917
O 1.674 1.765 1.902
C 2.832 0.933 1.971
H -3.474 2.533 7.019
H -3.801 1.356 5.760
H -4.486 3.017 5.828
H -4.024 3.677 3.701
H -3.268 2.129 3.133
H -1.991 4.859 3.320
H -2.350 4.083 1.912
H -0.688 2.597 3.680
H 0.449 4.693 3.428
H 0.536 4.448 1.765
H 1.475 2.252 3.828
H 2.629 3.294 2.998
H 2.758 -0.001 1.414
H 2.817 0.719 3.040
H 3.828 1.324 1.761
C 2.468 -6.565 -2.877
O 2.023 -5.283 -3.205
C 2.871 -4.198 -2.806
C 2.171 -2.975 -3.437
N 1.071 -2.470 -2.670
C -0.019 -3.415 -2.344
C -0.587 -3.145 -0.925
O -1.282 -1.875 -0.773
C -2.588 -1.917 -1.273
H 3.410 -6.838 -3.353
H 1.852 -7.418 -3.163
H 2.389 -6.654 -1.793
H 3.884 -4.465 -3.109
H 2.801 -4.138 -1.720
H 1.841 -3.187 -4.454
H 2.913 -2.178 -3.394
H 0.699 -1.795 -3.322
H 0.183 -4.481 -2.448
H -0.746 -3.334 -3.153
H 0.270 -3.177 -0.252
H -1.107 -4.054 -0.623
H -3.180 -2.671 -0.755
H -2.681 -2.227 -2.314
H -3.214 -1.032 -1.162
*
```

Values from the calculation:
HOMO-LUMO gap ... 2.60 eV
E_LUMO ... 0.4 eV


Run b
Molecular formula: C12H30CuN2O8S
Method: DFT, ωB97M-V/def2-TZVPD

ORCA input file:
```
! RIJCOSX wB97M-V def2-TZVPD def2/J DEFGRID3
* xyz -1 1
Cu 5.832 10.650 14.119
S 5.115 13.285 14.085
O 5.748 12.225 14.796
O 6.060 14.043 13.267
O 3.986 12.878 13.257
O 4.770 14.330 14.993
C 9.018 12.093 14.987
O 8.011 11.052 14.850
C 8.507 9.742 14.905
C 7.279 8.810 14.943
N 6.460 8.813 13.718
C 5.499 7.680 13.622
C 4.658 7.313 14.841
O 4.015 8.530 15.258
C 3.087 8.316 16.321
H 9.508 11.841 15.927
H 8.459 13.004 15.201
H 9.656 12.360 14.144
H 9.143 9.436 15.736
H 9.144 9.634 14.027
H 6.610 9.102 15.752
H 7.526 7.782 15.209
H 7.175 8.670 13.019
H 5.987 6.786 13.233
H 4.894 7.992 12.771
H 5.295 6.982 15.660
H 3.878 6.578 14.643
H 2.510 9.236 16.420
H 3.649 8.038 17.213
H 2.293 7.674 15.941
C 7.888 11.808 11.938
O 6.865 10.888 12.073
C 5.602 11.187 11.382
C 4.398 10.390 11.838
N 4.086 10.755 13.187
C 2.798 10.202 13.586
C 2.278 10.851 14.902
O 1.243 10.120 15.472
C 0.582 10.770 16.590
H 7.639 12.782 12.360
H 7.860 12.129 10.897
H 8.851 11.478 12.328
H 5.711 11.122 10.299
H 5.477 12.240 11.635
H 4.546 9.323 11.670
H 3.629 10.736 11.147
H 3.972 11.759 13.201
H 2.847 9.116 13.663
H 2.055 10.434 12.823
H 1.987 11.887 14.727
H 3.065 10.941 15.650
H 0.210 11.730 16.231
H 1.252 10.931 17.434
H -0.312 10.303 17.003
*
```

Values from the calculation:
HOMO-LUMO gap ... 4.99 eV
E_LUMO ... 2.7 eV


Pick run b: it beats the second-best structure by 0.1430 hartree.